Record 1
A cluster of 6 separate species, C28H62BrNO15P in total, computed with ωB97M-V with the def2-TZVPD basis set.

Values from the calculation:
Lowest unoccupied orbital energy, Ha: 0.0768
E, hartree: -5202.7891
HOMO-LUMO gap, eV: 5.907
HOMO energy, eV: -3.82
Charge: -1
Maximum force, eV/A: 0.43

Last column: Löwdin charge in e.
CARTESIAN COORDINATES (ANGSTROEM)
C -2.68929 -1.00350 1.31891  -0.19
C -2.92480 -1.63629 -0.04152  -0.75
Br -2.87859 -3.60745 0.15097  0.73
C -1.98602 -1.20084 -1.15567  -0.43
P -0.07106 -1.07099 -0.79998  0.36
C 0.54210 -2.37975 -2.07279  -0.39
C 1.30133 -3.55467 -1.45496  -0.30
C 0.50246 -4.78667 -1.01188  -0.25
C -0.40417 -5.36846 -2.09607  -0.24
C -0.90501 -6.77874 -1.77934  -0.31
N -1.74150 -6.93357 -0.59042  -0.01
H -3.37082 -1.40749 2.07022  0.06
H -1.65937 -1.13902 1.64583  0.03
H -2.86400 0.07300 1.22648  0.08
H -3.96604 -1.46235 -0.32982  0.07
H -2.28167 -0.16701 -1.39447  0.06
H -2.20138 -1.80640 -2.04296  0.05
H -0.00097 -0.02930 -1.86227  -0.04
H -0.39517 -0.01437 0.17947  -0.05
H -0.15646 -2.10017 0.27411  -0.03
H 1.38829 -0.86521 -0.48782  -0.06
H -0.22470 -2.71843 -2.77966  0.05
H 1.26277 -1.78625 -2.65274  0.04
H 2.05531 -3.92190 -2.16779  0.09
H 1.84997 -3.15292 -0.59069  0.08
H 1.22848 -5.56930 -0.74128  0.11
H -0.06741 -4.56642 -0.10473  0.05
H -1.25367 -4.70605 -2.29084  0.08
H 0.17063 -5.42022 -3.03244  0.11
H -1.47894 -7.16334 -2.62894  0.10
H -0.03708 -7.44093 -1.66976  0.10
H -2.65048 -6.52358 -0.75228  0.03
H -1.33361 -6.44055 0.19147  0.04
C 0.61939 5.62051 -5.35219  -0.07
C 0.24510 5.45918 -3.89525  -0.21
O 0.26980 4.08319 -3.48821  0.04
C 1.47626 3.58936 -3.20823  -0.61
O 2.51331 4.20969 -3.30075  0.08
O 1.34444 2.34188 -2.81706  0.01
C 2.56975 1.67216 -2.48256  -0.02
H -0.01985 4.99766 -5.97883  0.08
H 0.49325 6.66163 -5.65302  0.08
H 1.65745 5.33567 -5.51634  0.07
H -0.78288 5.76824 -3.71523  0.12
H 0.90080 6.03946 -3.24595  0.11
H 3.12490 2.26281 -1.75635  0.09
H 3.16421 1.54353 -3.38605  0.10
H 2.28025 0.71564 -2.05459  0.06
C 2.36664 10.78266 0.38022  -0.07
C 3.04403 10.57779 -0.95642  -0.22
O 3.96553 9.47612 -0.92209  0.03
C 3.40515 8.26696 -1.04183  -0.61
O 2.23190 8.05481 -1.20057  0.12
O 4.36708 7.35788 -0.95909  0.00
C 3.89386 5.99819 -1.03634  -0.01
H 3.11058 10.90284 1.16842  0.08
H 1.74796 11.68017 0.34770  0.08
H 1.73006 9.93329 0.62285  0.08
H 3.66143 11.43356 -1.22363  0.12
H 2.31499 10.40762 -1.74779  0.12
H 3.27638 5.83327 -1.91179  0.07
H 3.32626 5.75368 -0.13925  0.11
H 4.77923 5.37642 -1.09084  0.08
C -8.45040 -7.67136 -3.91206  -0.07
C -8.31210 -8.34062 -2.56248  -0.22
O -7.19092 -7.82797 -1.82902  0.03
C -7.40385 -6.66538 -1.20464  -0.62
O -8.44879 -6.06471 -1.18639  0.11
O -6.27951 -6.30067 -0.61417  0.01
C -6.33679 -5.04791 0.08724  -0.04
H -7.52120 -7.75976 -4.47547  0.08
H -9.24924 -8.14790 -4.48184  0.08
H -8.69110 -6.61595 -3.79435  0.08
H -8.09852 -9.40285 -2.66797  0.12
H -9.21578 -8.21943 -1.96580  0.12
H -7.16752 -5.04782 0.78959  0.09
H -6.45396 -4.22943 -0.62065  0.10
H -5.38262 -4.95046 0.59214  0.03
C -4.62764 -4.22075 7.51260  -0.07
C -3.31875 -3.48022 7.67853  -0.22
O -2.29795 -4.00496 6.81849  0.03
C -2.35842 -3.57824 5.54790  -0.62
O -3.16570 -2.79575 5.11851  0.12
O -1.38734 -4.16291 4.87038  0.01
C -1.32606 -3.81137 3.47345  -0.03
H -4.48032 -5.29044 7.66542  0.08
H -5.35251 -3.86171 8.24452  0.08
H -5.03432 -4.06029 6.51544  0.08
H -2.91599 -3.60909 8.68200  0.12
H -3.44033 -2.41566 7.48097  0.12
H -1.28324 -2.73342 3.34509  0.08
H -2.18625 -4.20547 2.93932  0.05
H -0.41520 -4.26680 3.09868  0.10
C 7.28687 6.01880 0.24152  -0.06
C 6.75674 6.18783 1.64445  -0.20
O 6.79197 4.95238 2.38379  0.04
C 7.96985 4.62915 2.90084  -0.62
O 8.98248 5.27865 2.83988  0.12
O 7.84568 3.45245 3.51307  0.01
C 9.04846 2.96107 4.10752  -0.04
H 6.75745 5.21723 -0.27149  0.07
H 7.14426 6.94327 -0.31730  0.08
H 8.34711 5.76695 0.24644  0.08
H 5.70440 6.46467 1.63430  0.12
H 7.31243 6.94744 2.19311  0.12
H 9.48012 3.70527 4.77359  0.09
H 9.77441 2.70205 3.33832  0.10
H 8.75370 2.07536 4.66125  0.09

Atomic forces in eV per Å
C 0.028 0.022 -0.027
C -0.074 0.423 -0.049
Br 0.001 -0.213 0.002
C -0.156 0.022 0.016
P 0.157 0.185 0.050
C 0.079 -0.113 -0.052
C 0.029 0.020 -0.092
C 0.003 -0.076 0.008
C 0.078 -0.001 -0.073
C 0.054 -0.003 -0.100
N 0.022 -0.195 -0.060
H 0.012 0.007 -0.031
H -0.046 -0.027 -0.035
H 0.026 -0.044 0.006
H 0.080 -0.179 0.026
H 0.127 -0.057 0.015
H 0.040 0.053 -0.006
H -0.040 -0.132 0.022
H 0.005 -0.046 -0.006
H 0.027 0.026 0.002
H -0.057 -0.041 0.005
H -0.053 0.034 0.100
H -0.113 -0.044 -0.021
H 0.013 0.100 0.066
H 0.036 -0.098 -0.024
H -0.054 0.061 0.060
H -0.067 0.086 -0.106
H 0.035 -0.020 0.082
H -0.058 0.008 0.040
H 0.047 0.001 0.035
H -0.031 0.026 0.010
H -0.087 0.124 0.008
H 0.044 0.091 0.087
C 0.012 -0.053 -0.017
C -0.030 0.085 0.051
O -0.074 -0.013 -0.008
C 0.032 0.105 -0.030
O 0.076 -0.032 0.005
O -0.033 -0.044 0.007
C -0.062 -0.047 0.042
H -0.013 0.020 -0.007
H -0.003 0.008 -0.001
H 0.000 0.009 0.010
H -0.008 -0.005 -0.016
H 0.015 -0.003 -0.014
H 0.036 -0.018 -0.005
H 0.058 -0.034 0.038
H -0.095 0.014 -0.026
C 0.039 -0.055 0.034
C -0.027 0.097 -0.069
O 0.016 -0.011 0.021
C 0.113 0.157 0.004
O -0.115 -0.064 -0.015
O -0.053 -0.160 0.000
C -0.032 -0.113 0.091
H -0.007 0.025 0.001
H -0.006 0.006 -0.002
H -0.008 0.004 -0.011
H 0.009 -0.002 0.016
H -0.006 -0.017 0.011
H 0.012 0.081 -0.059
H -0.026 0.022 0.001
H 0.042 0.033 -0.025
C 0.059 0.039 0.008
C -0.076 -0.095 0.000
O 0.025 -0.003 -0.007
C -0.020 -0.050 -0.078
O -0.078 0.071 0.021
O 0.104 0.020 0.070
C 0.011 0.014 -0.011
H -0.012 -0.015 -0.015
H -0.007 -0.003 -0.003
H -0.011 -0.004 0.005
H 0.014 0.004 -0.011
H 0.004 0.021 -0.003
H 0.008 -0.003 0.017
H -0.028 -0.007 -0.009
H -0.037 -0.005 0.018
C 0.024 -0.047 -0.045
C -0.003 0.066 0.093
O 0.000 -0.015 -0.003
C -0.032 -0.050 0.088
O -0.064 0.074 -0.068
O 0.096 -0.017 -0.061
C 0.093 -0.037 -0.089
H -0.013 0.003 0.021
H -0.005 0.005 0.005
H -0.001 0.012 0.004
H -0.003 -0.017 -0.001
H -0.008 -0.006 -0.017
H -0.026 0.008 0.029
H -0.045 0.033 0.056
H 0.004 -0.004 0.003
C 0.139 -0.136 -0.040
C -0.092 0.177 -0.011
O -0.056 0.002 -0.026
C 0.004 -0.051 -0.012
O 0.089 0.068 -0.008
O -0.022 -0.050 0.039
C -0.016 -0.024 0.021
H -0.032 0.012 -0.008
H -0.023 -0.001 -0.017
H 0.010 0.073 0.062
H -0.008 -0.032 -0.009
H 0.033 -0.031 0.005
H 0.003 -0.001 0.006
H 0.007 0.017 -0.004
H 0.020 -0.011 0.001

Record 2
A structure of composition C28H62CsN6O23S4 at a distorted geometry, computed with ωB97M-V with the def2-TZVPD basis set.

Values from the calculation:
Lowest unoccupied orbital energy, Ha: 0.0566
E, hartree: -4776.0870
HOMO-LUMO gap, eV: 6.451
HOMO energy, eV: -4.91
Charge: -1
Maximum force, eV/A: 4.87

Last column: Löwdin charge in e.
CARTESIAN COORDINATES (ANGSTROEM)
Cs 10.99491 21.92756 -21.77859  0.96
S 12.48762 25.11895 -20.64964  0.12
O 13.50250 24.91297 -19.65092  -0.37
O 12.74262 24.28612 -21.79781  -0.55
O 11.14377 24.67913 -20.19212  -0.47
O 12.52316 26.48413 -21.08110  -0.36
C 14.39718 18.36476 -21.96622  0.02
C 13.26359 18.71449 -22.87044  -0.57
O 12.11882 18.71475 -22.50899  0.00
N 13.65043 18.84649 -24.17164  0.02
C 12.68789 19.09914 -25.23784  -0.08
H 14.90700 19.29627 -21.72029  0.07
H 15.01407 17.73500 -22.60728  0.09
H 14.00790 17.81615 -21.10855  0.09
H 14.59696 18.99432 -24.49152  0.11
H 11.77322 19.29751 -24.67917  0.06
H 12.56885 18.16620 -25.78880  0.09
H 13.03516 19.79697 -25.99977  0.07
C 13.06582 23.07121 -26.62895  0.01
C 12.87283 22.90114 -25.14524  -0.56
O 12.12092 22.04492 -24.72959  -0.07
N 13.46959 23.75909 -24.27631  0.05
C 14.41204 24.87781 -24.60572  -0.05
H 13.14943 22.09429 -27.10511  0.08
H 13.98925 23.58415 -26.89778  0.07
H 12.26470 23.73812 -26.94760  0.09
H 13.23813 23.79469 -23.29383  0.03
H 14.29630 25.51560 -23.72940  0.08
H 14.11926 25.54620 -25.41543  0.08
H 15.46093 24.59096 -24.53052  0.06
C 8.34644 25.17163 -22.45031  0.02
C 7.47507 26.38008 -21.86630  -0.45
O 6.92210 26.17300 -20.73352  -0.02
N 7.33276 27.45772 -22.65003  0.00
C 6.49113 28.52929 -22.27461  -0.10
H 8.97119 25.57125 -23.24913  0.04
H 7.61530 24.48743 -22.88089  0.06
H 8.91005 24.65150 -21.67578  0.06
H 7.58932 27.40285 -23.62536  0.14
H 5.46172 28.32232 -22.56714  0.08
H 6.77238 29.48914 -22.70784  0.08
H 6.42899 28.69074 -21.19843  0.09
C 11.23090 26.63435 -24.35898  0.00
C 12.05647 27.87343 -24.32541  -0.59
O 12.29255 28.43858 -25.41050  -0.02
N 12.40694 28.36941 -23.15565  0.04
C 13.29802 29.52670 -23.15632  -0.06
H 11.45954 25.88761 -23.59858  0.07
H 11.38332 26.24230 -25.36455  0.08
H 10.17832 26.91738 -24.36651  0.06
H 12.34394 27.69094 -22.41012  0.07
H 14.19649 29.30435 -23.73200  0.08
H 13.53483 29.89168 -22.15691  0.08
H 12.72932 30.34361 -23.60056  0.08
C 14.22121 20.07759 -18.30639  0.01
C 13.86689 21.50304 -18.51950  -0.59
O 12.77245 21.87011 -18.83623  0.03
N 14.78156 22.49648 -18.30322  0.04
C 16.15551 22.34198 -17.66367  -0.05
H 13.74315 19.80567 -17.36532  0.09
H 15.24509 19.71121 -18.23195  0.07
H 13.69907 19.66129 -19.16787  0.08
H 14.43284 23.44338 -18.34658  0.10
H 16.78333 23.14976 -18.03975  0.08
H 16.67869 21.38783 -17.72674  0.06
H 15.90625 22.46375 -16.60956  0.08
C 5.58802 19.17274 -20.88948  0.01
C 6.35980 20.47811 -20.94714  -0.55
O 7.43349 20.49501 -21.57071  -0.01
N 5.96841 21.40097 -20.07564  0.03
C 6.54712 22.68164 -19.90072  -0.06
H 5.85031 18.69637 -19.94483  0.08
H 5.94723 18.59690 -21.74241  0.08
H 4.50719 19.31322 -20.87600  0.08
H 5.23774 21.15093 -19.42472  0.15
H 5.83947 23.48313 -19.68870  0.10
H 6.95684 23.08893 -20.82502  0.07
H 7.48130 22.75845 -19.34439  0.08
C 16.66066 21.65333 -20.97897  -0.15
C 15.70304 22.77541 -21.43642  -0.13
O 16.06561 23.03733 -22.80601  -0.22
S 16.63554 21.69141 -23.54635  0.72
O 17.94841 21.79013 -24.11509  -0.24
O 15.64130 21.01343 -24.41773  -0.27
O 16.69883 20.80631 -22.15221  -0.23
H 16.21745 21.22922 -20.07798  0.09
H 17.65301 21.97335 -20.66127  0.13
H 15.84556 23.72867 -20.92741  0.14
H 14.68002 22.42852 -21.58199  0.13
C 9.39947 17.30550 -22.40448  -0.17
C 9.04179 17.66361 -23.84024  -0.13
O 8.25561 16.58038 -24.44179  -0.21
S 8.01989 15.37729 -23.37061  0.74
O 9.05552 14.36319 -23.52374  -0.26
O 6.59373 14.92459 -23.42768  -0.28
O 8.40051 16.34660 -22.06047  -0.22
H 9.28734 18.13402 -21.70513  0.13
H 10.40544 16.88662 -22.37910  0.12
H 9.83108 17.97718 -24.52347  0.12
H 8.31958 18.47516 -23.92919  0.11
C 8.23941 22.52057 -25.95868  -0.13
C 7.83461 21.18474 -25.28047  -0.13
O 8.87980 20.26919 -25.67154  -0.24
S 9.49912 20.62027 -27.14025  0.72
O 8.52283 20.32695 -28.16825  -0.24
O 10.89630 20.17545 -27.21746  -0.23
O 9.43609 22.20849 -26.73893  -0.21
H 8.43185 23.37021 -25.30356  0.12
H 7.40957 22.93343 -26.53227  0.12
H 6.88175 20.82022 -25.66425  0.13
H 7.78684 21.25083 -24.19352  0.11
C 8.81321 19.65301 -18.45939  -0.20
C 8.22885 19.49482 -17.09624  -0.15
C 8.36045 20.87425 -16.41341  -0.17
O 8.49230 21.72300 -17.57082  -0.11
C 9.24795 20.99143 -18.52950  -0.26
H 8.02502 19.45228 -19.18504  0.09
H 9.63817 18.95397 -18.59685  0.13
H 8.60146 18.76341 -16.37908  0.11
H 7.14575 19.37513 -17.12209  0.10
H 9.22166 20.86572 -15.74532  0.11
H 7.57700 21.15437 -15.70925  0.12
H 10.33463 21.04535 -18.46378  0.11
H 9.13248 21.29872 -19.56889  0.06

Atomic forces in eV per Å
Cs 0.226 0.404 0.182
S -2.329 -0.426 1.919
O 1.757 -0.651 1.841
O 1.356 -2.807 -3.407
O -0.250 0.271 0.349
O -0.385 2.990 -0.811
C -0.002 0.089 -0.319
C 2.114 -0.580 -1.670
O -2.356 0.399 0.593
N -0.307 0.522 -0.697
C 0.017 -1.182 0.567
H 0.259 -0.281 0.294
H 0.524 -0.022 0.600
H 0.237 0.204 0.020
H 0.131 -0.101 0.967
H -0.168 0.645 -0.885
H -0.317 -0.266 -0.058
H -0.273 0.522 0.751
C 1.032 0.431 0.156
C 1.186 1.554 0.800
O -1.263 -1.328 0.613
N 1.374 0.791 -2.547
C -1.134 -0.243 1.544
H -0.764 0.125 -0.066
H 0.096 0.154 0.276
H -0.249 -0.485 -0.445
H -0.591 -0.218 0.600
H -0.010 0.218 0.185
H 0.169 -0.572 -0.431
H -0.060 -0.159 -0.818
C -1.241 1.845 -0.043
C -0.151 -3.816 3.021
O 1.269 1.551 -3.385
N 0.528 -0.178 -0.035
C -1.473 1.136 0.468
H 0.274 -0.363 0.128
H -0.078 -0.147 -0.090
H 0.112 0.500 0.095
H 0.295 -0.139 0.336
H -0.244 0.088 -0.153
H 0.281 -0.206 -0.213
H 0.450 -0.385 0.008
C -0.159 -0.635 -0.550
C -0.351 0.824 -2.018
O 0.135 -0.121 0.582
N 0.617 0.314 0.334
C -0.809 0.021 0.241
H -0.096 0.106 0.160
H 0.143 -0.330 0.093
H -0.068 0.083 0.407
H 0.296 -0.120 1.140
H 0.020 0.254 0.011
H 0.067 -0.615 0.126
H 0.338 0.069 -0.428
C -0.440 -0.612 -0.187
C 2.219 2.532 0.958
O -2.384 -0.844 -0.885
N 2.606 -1.648 0.324
C -2.248 0.635 0.258
H -0.280 -0.284 -0.152
H 0.092 0.520 -0.309
H 0.072 -0.882 0.320
H -0.419 0.358 -0.516
H 0.030 -0.092 0.195
H -0.430 -0.088 -0.633
H 0.829 0.294 0.272
C 0.005 0.489 -0.242
C 1.534 -1.637 0.442
O -0.820 0.821 -0.212
N -0.870 0.240 0.462
C 1.549 2.196 -1.213
H 0.149 -0.245 -0.086
H -0.355 -0.259 0.241
H -0.011 -0.057 -0.251
H 0.005 -0.031 -0.333
H -0.132 -0.425 0.712
H -0.318 -0.508 -0.747
H -0.616 -0.352 0.982
C -0.968 1.073 -0.313
C 0.521 -0.290 -0.313
O 1.899 -1.169 -2.208
S -2.037 -1.954 -0.282
O -0.765 0.870 0.835
O 1.874 1.990 2.252
O 0.231 0.325 -0.148
H -0.165 -0.893 -0.566
H 0.161 0.220 -0.559
H -0.600 -0.222 0.158
H -0.176 0.210 1.194
C 0.164 -0.279 -0.976
C -1.253 1.321 -1.064
O 0.271 -1.409 1.084
S -0.815 -0.486 -0.492
O -1.514 1.555 0.387
O 4.076 1.834 0.663
O -1.354 -1.905 -0.543
H 0.067 -0.023 -0.219
H -0.119 -0.106 0.340
H 0.360 -0.670 0.297
H 0.128 0.244 0.637
C -0.002 -0.071 -0.212
C 0.412 0.303 -0.649
O 0.282 -1.130 -0.369
S 0.570 0.966 1.426
O 1.334 0.214 1.105
O -3.623 1.036 -0.003
O -0.362 -0.009 -0.844
H 0.867 -0.491 0.367
H 0.167 -0.514 -0.828
H 0.040 -0.003 -0.011
H 0.297 -0.235 -0.045
C -0.883 -4.212 0.010
C -1.782 0.379 2.756
C 0.997 -0.507 -0.989
O 0.211 0.684 0.665
C 1.643 2.757 -1.030
H 0.217 -0.239 -0.159
H -0.090 -0.153 -0.318
H 0.275 -0.435 -0.543
H -0.080 -0.581 -0.351
H 0.760 0.386 -0.378
H -0.603 0.265 -0.796
H 0.241 0.510 1.079
H -0.815 0.996 0.215